[1]
Formula: C11H15NO2Si
Source: OMol25
Level of theory: ωB97M-V/def2-TZVPD

```
! wB97M-V def2-TZVPD RIJCOSX def2/J DEFGRID3
* xyz 0 1
C -3.41 -0.87 0.98
C -1.68 -0.21 -0.76
C -3.67 0.43 1.23
C -2.24 1.17 -0.61
C -2.51 -1.26 -0.14
C -3.18 1.48 0.35
C -2.54 -2.45 -0.73
C 0.75 -0.46 -0.89
C 2.79 0.00 1.72
C 3.44 -1.60 -0.84
C 3.09 1.50 -1.08
N -0.26 -0.20 -0.17
O -2.26 -3.51 -1.12
O -3.77 2.75 0.44
Si 2.48 -0.11 -0.21
H -3.91 -1.57 1.56
H -1.52 -0.50 -1.94
H -4.40 0.55 1.97
H -1.58 1.87 -1.10
H 2.19 -0.74 2.20
H 3.75 -0.13 1.98
H 2.37 1.01 1.86
H 3.24 -1.60 -1.91
H 4.59 -1.48 -0.87
H 2.97 -2.43 -0.36
H 3.23 1.35 -2.09
H 2.55 2.37 -0.91
H 4.14 1.70 -0.64
H -0.54 0.05 0.75
H -4.07 2.89 1.33
*
```

## Properties
Gap between HOMO and LUMO   7.427 eV
LUMO energy   -0.044 eV
ΔE to the lowest compared entry with this formula, charge and spin   44.8 kcal/mol

Mulliken atomic charge list, values in e, 6 entries: atom 1 (C): -0.81, atom 2 (C): 0.25, atom 3 (C): -0.55, atom 4 (C): -0.99, atom 5 (C): -0.03, atom 6 (C): 0.78


[2]
Formula: C4H4CrO5
Source: OMol25
Level of theory: ωB97M-V/def2-TZVPD

```
! wB97M-V def2-TZVPD RIJCOSX def2/J DEFGRID3
* xyz 0 5
O -1.18 -0.18 0.07
C -1.32 -1.42 0.71
O -2.02 -2.29 0.24
O -0.60 -1.41 1.77
C -0.77 -0.14 -1.32
H -0.40 -1.14 -1.60
H -1.63 0.12 -1.95
C 0.35 0.90 -1.39
H -0.12 1.91 -1.35
H 0.80 0.82 -2.40
O 2.99 1.09 3.50
O 1.28 0.73 -0.38
C 2.13 0.81 2.83
Cr 0.49 0.20 1.26
*
```

## Properties
Expectation value of S²   6.017
Gap between HOMO and LUMO (spin up / spin down)   8.331 / 9.041 eV
LUMO energy (spin up / spin down)   -0.494 / -0.963 eV
ΔE to the lowest compared entry with this formula, charge and spin   0.0 kcal/mol

Mulliken atomic charge list, values in e, 6 entries: atom 1 (O): -0.45, atom 2 (C): 0.90, atom 3 (O): -0.55, atom 4 (O): -0.74, atom 5 (C): -0.32, atom 6 (H): 0.31


[3]
Formula: CH12NO4
Source: OMol25
Level of theory: ωB97M-V/def2-TZVPD

```
! wB97M-V def2-TZVPD RIJCOSX def2/J DEFGRID3
* xyz 1 1
C 1.15 -0.91 -0.16
N -0.01 -0.78 0.36
H 2.00 -1.03 0.49
H 1.29 -0.68 -1.21
H -0.78 -0.86 -0.33
H -0.14 -0.95 1.39
H -4.06 2.01 -0.47
H -3.16 3.37 -0.52
O -3.35 2.50 -0.89
H -2.21 1.13 -1.57
H -0.98 0.46 -2.20
O -1.46 0.54 -1.37
H -0.88 -1.07 3.65
H 0.71 -1.37 3.37
O -0.16 -1.15 3.02
H 4.27 0.33 -1.11
H 4.05 -1.10 -1.53
O 3.70 -0.44 -0.92
*
```

## Properties
Gap between HOMO and LUMO   10.840 eV
LUMO energy   -3.951 eV
ΔE to the lowest compared entry with this formula, charge and spin   16.4 kcal/mol

Mulliken atomic charge list, values in e, 6 entries: atom 1 (C): -0.19, atom 2 (N): 0.02, atom 3 (H): 0.25, atom 4 (H): 0.32, atom 5 (H): 0.34, atom 6 (H): 0.29